A structure of composition C16H43NNa4O10V in a non-equilibrium geometry. Source: the Open Molecules 2025 dataset; level of theory: ωB97M-V/def2-TZVPD.

ORCA input file:
```
! RIJCOSX wB97M-V def2-TZVPD def2/J DEFGRID3
* xyz 3 5
Na -4.738 1.739 3.147
Na 1.629 -2.004 3.363
Na -3.535 -0.209 5.818
Na 0.931 1.741 1.347
V -1.294 0.879 3.621
O -0.190 -0.652 2.229
C -1.282 -1.341 1.668
C -2.585 -1.594 2.528
O -3.158 -0.480 3.219
H -0.838 -2.223 1.206
H -1.559 -0.877 0.721
H -2.399 -2.337 3.303
H -3.309 -2.074 1.870
O -1.469 2.409 1.889
C -2.370 2.469 0.776
C -3.513 3.544 0.785
O -4.522 3.685 1.793
H -2.790 1.464 0.731
H -1.874 2.545 -0.191
H -3.974 3.327 -0.179
H -3.062 4.536 0.765
C 2.953 3.903 -3.213
C 1.837 3.355 -2.313
C 0.552 3.304 -3.147
C 0.434 2.062 -3.993
C 0.480 0.859 -3.157
C 1.745 0.754 -2.388
N 2.135 2.052 -1.689
O 3.234 1.927 -0.845
C 1.514 -0.293 -1.262
C 2.859 0.331 -3.259
C 1.580 4.400 -1.162
H 3.856 3.858 -2.604
H 2.831 4.970 -3.395
H 3.237 3.359 -4.114
H -0.332 3.466 -2.531
H 0.544 4.093 -3.900
H 1.171 2.069 -4.797
H -0.532 2.034 -4.496
H 0.391 -0.080 -3.705
H -0.302 0.887 -2.398
H 1.408 -1.300 -1.666
H 2.272 -0.321 -0.480
H 0.631 -0.066 -0.665
H 2.740 -0.670 -3.673
H 3.116 1.092 -3.995
H 3.695 0.163 -2.579
H 0.738 4.251 -0.485
H 1.294 5.343 -1.629
H 2.497 4.453 -0.576
H 3.953 2.179 -1.430
O -5.523 -3.676 3.425
H -4.718 -3.260 3.117
H -5.249 -4.204 4.175
O -5.343 0.166 1.288
H -5.560 -0.370 2.051
H -4.440 -0.071 1.077
O -2.717 -3.244 -1.287
H -2.338 -2.473 -0.865
H -2.454 -3.977 -0.730
O -1.126 -3.172 6.179
H -1.436 -2.336 5.831
H -0.200 -3.024 6.370
C 1.441 -3.886 0.367
C 2.919 -4.281 0.632
C 3.992 -3.727 -0.368
O 3.258 -3.733 1.878
H 1.208 -2.956 0.886
H 0.687 -4.656 0.533
H 1.257 -3.548 -0.653
H 2.970 -5.369 0.650
H 3.872 -2.646 -0.447
H 4.048 -4.271 -1.310
H 4.983 -3.889 0.056
H 3.843 -4.380 2.280
*
```

Computed properties:
HOMO-LUMO gap (alpha / beta): 0.1289 / 0.1187 Ha
Expectation value of S²: 6.026
Molecular weight: 552.42 g mol⁻¹
Strongest force on any atom: 0.099 hartree/bohr


A structure of composition C16H44B3N3O7 in a non-equilibrium geometry. Source: the Open Molecules 2025 dataset; level of theory: ωB97M-V/def2-TZVPD.

ORCA input file:
```
! RIJCOSX wB97M-V def2-TZVPD def2/J DEFGRID3
* xyz 0 1
C 0.912 -2.353 2.652
O 1.656 -1.144 2.603
C 0.975 0.012 3.067
C 0.365 0.817 1.944
C -0.810 0.127 1.226
B -2.211 0.312 1.871
O -2.457 0.738 3.159
B -3.689 0.246 3.543
O -4.028 -1.033 3.132
B -3.874 -1.159 1.774
O -3.357 -0.049 1.131
H 1.590 -3.152 2.943
H 0.103 -2.325 3.380
H 0.513 -2.591 1.668
H 0.252 -0.227 3.847
H 1.730 0.639 3.541
H 1.125 1.038 1.207
H -0.010 1.744 2.368
H -0.870 0.501 0.206
H -0.663 -0.945 1.119
H -4.445 0.909 4.168
H -4.110 -2.168 1.203
C 1.518 5.169 2.398
C 2.689 4.208 2.576
C 4.027 4.909 2.851
O 4.633 5.491 1.714
C 4.165 6.782 1.371
N 2.755 3.321 1.411
H 1.537 5.659 1.425
H 0.575 4.627 2.466
H 1.519 5.941 3.170
H 2.472 3.590 3.453
H 4.737 4.154 3.201
H 3.928 5.652 3.653
H 3.909 7.365 2.259
H 3.300 6.730 0.705
H 4.968 7.292 0.839
H 3.466 2.612 1.574
H 3.121 3.861 0.632
C -4.288 1.133 -3.512
C -4.174 -0.178 -2.740
C -2.786 -0.417 -2.130
O -1.798 -0.839 -3.054
C -1.172 0.198 -3.785
N -4.596 -1.279 -3.611
H -3.798 1.078 -4.484
H -5.336 1.370 -3.693
H -3.847 1.960 -2.952
H -4.877 -0.126 -1.904
H -2.872 -1.231 -1.407
H -2.441 0.464 -1.575
H -1.061 1.104 -3.181
H -1.722 0.433 -4.699
H -0.180 -0.152 -4.071
H -4.624 -2.140 -3.071
H -3.856 -1.436 -4.290
C 2.178 -5.402 -3.025
C 1.649 -3.981 -2.867
C 1.521 -3.525 -1.406
O 0.401 -4.052 -0.722
C 0.577 -5.346 -0.176
N 0.383 -3.860 -3.596
H 1.420 -6.148 -2.790
H 2.489 -5.573 -4.055
H 3.042 -5.576 -2.379
H 2.371 -3.309 -3.341
H 1.375 -2.442 -1.405
H 2.442 -3.725 -0.842
H 1.602 -5.499 0.174
H 0.316 -6.123 -0.898
H -0.099 -5.439 0.674
H 0.077 -2.890 -3.582
H -0.329 -4.350 -3.061
*
```

Computed properties:
HOMO-LUMO gap: 0.3542 Ha
Molecular weight: 422.98 g mol⁻¹
Strongest force on any atom: 0.021 hartree/bohr


A structure of composition C16H44CrFN4O4 in a non-equilibrium geometry. Source: the Open Molecules 2025 dataset; level of theory: ωB97M-V/def2-TZVPD.

ORCA input file:
```
! RIJCOSX wB97M-V def2-TZVPD def2/J DEFGRID3
* xyz 1 5
Cr -0.759 -0.180 -1.419
F -1.311 0.056 -3.467
C 1.004 -4.119 -1.491
C 1.283 -2.778 -0.960
C 2.720 -2.469 -0.711
O 2.828 -1.214 0.087
C 4.022 -0.438 -0.075
N 0.826 -1.816 -1.988
H 1.468 -4.932 -0.933
H 1.441 -4.221 -2.484
H -0.068 -4.319 -1.460
H 0.771 -2.696 -0.001
H 3.251 -2.332 -1.653
H 3.349 -3.275 -0.334
H 4.901 -0.860 0.412
H 3.781 0.548 0.323
H 4.136 -0.381 -1.157
H 0.534 -2.442 -2.725
H 1.641 -1.362 -2.375
C -4.393 1.415 0.304
C -3.145 0.492 0.019
C -3.537 -0.853 -0.649
O -2.259 -1.572 -1.036
C -2.574 -2.705 -1.844
N -2.281 1.175 -0.843
H -4.916 1.713 -0.605
H -4.186 2.343 0.838
H -5.018 0.968 1.077
H -2.716 0.202 0.977
H -4.045 -0.621 -1.585
H -4.092 -1.410 0.106
H -1.655 -2.966 -2.368
H -3.434 -2.472 -2.472
H -2.738 -3.606 -1.254
H -2.804 1.597 -1.597
H -1.945 1.988 -0.346
C -1.266 -1.875 2.493
C -0.342 -0.677 2.109
C 0.971 -0.534 2.965
O 1.738 0.568 2.530
C 2.672 0.903 3.543
N 0.097 -0.572 0.707
H -1.812 -1.718 3.423
H -0.674 -2.791 2.479
H -1.931 -1.957 1.633
H -0.784 0.287 2.361
H 1.528 -1.444 2.742
H 0.692 -0.580 4.018
H 3.408 1.630 3.199
H 3.247 0.106 4.016
H 2.135 1.395 4.354
H 0.818 -1.264 0.557
H 0.677 0.250 0.792
C 2.606 2.695 -1.385
C 1.266 2.326 -0.678
C 0.178 3.486 -0.366
O -0.919 3.103 0.368
C -1.744 4.131 0.917
N 0.642 1.460 -1.747
H 3.215 1.797 -1.492
H 3.137 3.474 -0.838
H 2.603 2.946 -2.445
H 1.467 1.724 0.208
H -0.190 3.912 -1.299
H 0.709 4.341 0.054
H -2.180 4.795 0.170
H -1.170 4.849 1.504
H -2.556 3.756 1.540
H 1.419 1.027 -2.226
H 0.265 1.991 -2.519
*
```

Computed properties:
HOMO-LUMO gap (alpha / beta): 0.2485 / 0.3745 Ha
Energy above the lowest of the compared OMol25 structures with the same formula, charge and spin: 6.5 kcal per mole
Expectation value of S²: 6.007
Molecular weight: 427.55 g mol⁻¹
Strongest force on any atom: 0.059 hartree/bohr


What did the first record say?
A structure of composition C16H43NNa4O10V in a non-equilibrium geometry. Source: the Open Molecules 2025 dataset; level of theory: ωB97M-V/def2-TZVPD.

ORCA input file:
```
! RIJCOSX wB97M-V def2-TZVPD def2/J DEFGRID3
* xyz 3 5
Na -4.738 1.739 3.147
Na 1.629 -2.004 3.363
Na -3.535 -0.209 5.818
Na 0.931 1.741 1.347
V -1.294 0.879 3.621
O -0.190 -0.652 2.229
C -1.282 -1.341 1.668
C -2.585 -1.594 2.528
O -3.158 -0.480 3.219
H -0.838 -2.223 1.206
H -1.559 -0.877 0.721
H -2.399 -2.337 3.303
H -3.309 -2.074 1.870
O -1.469 2.409 1.889
C -2.370 2.469 0.776
C -3.513 3.544 0.785
O -4.522 3.685 1.793
H -2.790 1.464 0.731
H -1.874 2.545 -0.191
H -3.974 3.327 -0.179
H -3.062 4.536 0.765
C 2.953 3.903 -3.213
C 1.837 3.355 -2.313
C 0.552 3.304 -3.147
C 0.434 2.062 -3.993
C 0.480 0.859 -3.157
C 1.745 0.754 -2.388
N 2.135 2.052 -1.689
O 3.234 1.927 -0.845
C 1.514 -0.293 -1.262
C 2.859 0.331 -3.259
C 1.580 4.400 -1.162
H 3.856 3.858 -2.604
H 2.831 4.970 -3.395
H 3.237 3.359 -4.114
H -0.332 3.466 -2.531
H 0.544 4.093 -3.900
H 1.171 2.069 -4.797
H -0.532 2.034 -4.496
H 0.391 -0.080 -3.705
H -0.302 0.887 -2.398
H 1.408 -1.300 -1.666
H 2.272 -0.321 -0.480
H 0.631 -0.066 -0.665
H 2.740 -0.670 -3.673
H 3.116 1.092 -3.995
H 3.695 0.163 -2.579
H 0.738 4.251 -0.485
H 1.294 5.343 -1.629
H 2.497 4.453 -0.576
H 3.953 2.179 -1.430
O -5.523 -3.676 3.425
H -4.718 -3.260 3.117
H -5.249 -4.204 4.175
O -5.343 0.166 1.288
H -5.560 -0.370 2.051
H -4.440 -0.071 1.077
O -2.717 -3.244 -1.287
H -2.338 -2.473 -0.865
H -2.454 -3.977 -0.730
O -1.126 -3.172 6.179
H -1.436 -2.336 5.831
H -0.200 -3.024 6.370
C 1.441 -3.886 0.367
C 2.919 -4.281 0.632
C 3.992 -3.727 -0.368
O 3.258 -3.733 1.878
H 1.208 -2.956 0.886
H 0.687 -4.656 0.533
H 1.257 -3.548 -0.653
H 2.970 -5.369 0.650
H 3.872 -2.646 -0.447
H 4.048 -4.271 -1.310
H 4.983 -3.889 0.056
H 3.843 -4.380 2.280
*
```

Computed properties:
HOMO-LUMO gap (alpha / beta): 0.1289 / 0.1187 Ha
Expectation value of S²: 6.026
Molecular weight: 552.42 g mol⁻¹
Strongest force on any atom: 0.099 hartree/bohr